Record 1
ORCA calculation (wB97M-V/def2-TZVPD) on a structure of composition C50H43FN7O3SbSn at a distorted geometry.

Geometry as ORCA input:
```
! RIJCOSX wB97M-V def2-TZVPD def2/J DEFGRID3
* xyz 2 1
Sn 0.800 0.566 0.876
N -2.928 1.918 -1.612
C -2.165 1.128 -0.862
N -1.537 1.506 0.212
C -1.651 2.832 0.637
N -1.143 3.191 1.767
N -0.391 2.265 2.384
C -0.468 2.092 3.642
C 0.384 1.076 4.264
C 0.417 0.901 5.641
C 1.243 -0.075 6.178
C 2.017 -0.846 5.326
C 1.921 -0.617 3.962
N 1.121 0.310 3.443
C -2.419 3.766 -0.172
C -2.548 5.118 0.150
C -3.305 5.949 -0.648
C -3.943 5.447 -1.781
C -3.827 4.113 -2.116
C -3.068 3.275 -1.309
H -3.413 1.546 -2.415
H -2.082 0.088 -1.157
H -1.161 2.664 4.257
H -0.186 1.531 6.282
H 1.290 -0.226 7.248
H 2.687 -1.606 5.704
H 2.511 -1.187 3.251
H -2.056 5.485 1.040
H -3.415 6.994 -0.391
H -4.530 6.104 -2.408
H -4.322 3.714 -2.994
C 0.182 -4.881 5.531
C -0.986 -5.203 4.600
C -2.297 -5.030 5.357
C -3.490 -5.019 4.409
C -3.328 -3.866 3.464
C -4.386 -3.079 3.070
C -4.182 -2.037 2.168
F -5.222 -1.281 1.812
C -2.953 -1.784 1.627
C -1.864 -2.576 2.008
C -0.571 -2.357 1.374
O -0.420 -1.397 0.561
C 0.444 -3.301 1.715
C 0.201 -4.215 2.727
N -0.939 -4.325 3.389
C -2.041 -3.585 2.969
C 1.758 -3.425 1.048
O 2.555 -4.284 1.343
O 2.364 -1.252 0.197
H 0.097 -5.479 6.437
H 0.153 -3.825 5.807
H 1.152 -5.101 5.087
H -0.910 -6.236 4.253
H -2.274 -4.094 5.921
H -2.386 -5.845 6.074
H -4.430 -4.935 4.952
H -3.525 -5.959 3.850
H -5.381 -3.269 3.452
H -2.807 -0.987 0.916
H 1.005 -4.885 3.004
N 2.208 -2.989 -1.264
C 2.125 -2.436 -0.061
C 1.858 1.392 -5.640
C 0.565 0.652 -5.440
C -0.200 0.292 -6.549
C -1.376 -0.432 -6.424
C -1.815 -0.827 -5.169
C -1.073 -0.470 -4.054
C 0.100 0.276 -4.174
Sb 1.065 0.756 -2.311
C 1.108 2.899 -2.454
C 0.253 3.503 -3.377
C 0.108 4.878 -3.421
C 0.803 5.668 -2.516
C 1.646 5.077 -1.592
C 1.817 3.693 -1.546
C 2.796 3.143 -0.537
C 3.085 0.149 -2.702
C 4.088 1.092 -2.896
C 5.415 0.701 -2.996
C 5.748 -0.640 -2.873
C 4.750 -1.584 -2.690
C 3.414 -1.205 -2.607
C 2.355 -2.284 -2.543
H 1.914 1.805 -6.646
H 2.704 0.713 -5.509
H 1.972 2.207 -4.926
H 0.141 0.584 -7.535
H -1.944 -0.697 -7.305
H -2.721 -1.410 -5.061
H -1.400 -0.801 -3.071
H -0.284 2.887 -4.091
H -0.540 5.331 -4.160
H 0.696 6.745 -2.540
H 2.204 5.698 -0.900
H 3.787 3.573 -0.695
H 2.908 2.060 -0.605
H 2.489 3.406 0.479
H 3.832 2.142 -2.980
H 6.187 1.439 -3.168
H 6.781 -0.953 -2.938
H 5.012 -2.634 -2.618
H 2.595 -3.048 -3.280
H 1.382 -1.870 -2.818
H 2.087 -3.989 -1.319
*
```

Results
- Molecular weight: 1049.409 g/mol
- E_HOMO: -12.31 eV

=====

Record 2
ORCA calculation (wB97M-V/def2-TZVPD) on a structure of composition C50H44MoN3O5S at a distorted geometry.

Geometry as ORCA input:
```
! RIJCOSX wB97M-V def2-TZVPD def2/J DEFGRID3
* xyz 1 3
Mo -0.040 0.107 -0.169
O -1.428 -0.957 -0.865
C -1.703 -1.754 -2.000
C -1.828 -0.767 -3.156
C -0.844 0.378 -3.325
C -0.924 0.973 -4.584
C -0.142 2.058 -4.896
C 0.758 2.507 -3.948
C 0.827 1.881 -2.717
C 1.898 2.361 -1.767
C 2.684 1.201 -1.153
O 1.708 0.667 -0.246
C 3.887 1.608 -0.322
C 4.465 2.865 -0.412
C 5.601 3.167 0.333
C 6.157 2.216 1.167
C 5.580 0.956 1.258
C 4.458 0.653 0.514
C 3.083 0.178 -2.201
C 3.777 0.634 -3.321
C 4.188 -0.252 -4.301
C 3.917 -1.608 -4.172
C 3.246 -2.066 -3.051
C 2.833 -1.177 -2.066
N 0.003 0.849 -2.388
C -3.035 -2.448 -1.717
C -3.342 -2.831 -0.416
C -4.540 -3.469 -0.139
C -5.440 -3.739 -1.159
C -5.130 -3.378 -2.460
C -3.932 -2.734 -2.740
C -0.608 -2.805 -2.162
C -0.351 -3.403 -3.390
C 0.554 -4.450 -3.489
C 1.213 -4.914 -2.362
C 0.966 -4.320 -1.133
C 0.057 -3.277 -1.034
H -1.810 -1.305 -4.103
H -2.819 -0.306 -3.087
H -1.621 0.566 -5.303
H -0.210 2.532 -5.865
H 1.425 3.330 -4.153
H 2.553 3.027 -2.323
H 1.459 2.940 -0.947
H 4.045 3.636 -1.041
H 6.041 4.152 0.260
H 7.036 2.455 1.751
H 6.011 0.209 1.911
H 4.019 -0.335 0.583
H 4.019 1.684 -3.422
H 4.728 0.116 -5.163
H 4.239 -2.301 -4.937
H 3.039 -3.119 -2.932
H 2.331 -1.568 -1.189
H -2.646 -2.631 0.389
H -4.770 -3.754 0.879
H -6.379 -4.228 -0.942
H -5.820 -3.594 -3.264
H -3.710 -2.469 -3.764
H -0.866 -3.083 -4.285
H 0.734 -4.911 -4.450
H 1.910 -5.738 -2.439
H 1.466 -4.679 -0.244
H -0.157 -2.862 -0.056
O -1.798 1.011 0.507
C -1.957 1.046 1.961
C -0.920 0.056 2.598
O -0.750 -0.158 3.761
O -0.232 -0.550 1.639
C -1.717 2.494 2.387
C -1.052 2.841 3.553
C -0.938 4.176 3.916
C -1.485 5.169 3.122
C -2.145 4.824 1.952
C -2.263 3.496 1.587
C -3.371 0.608 2.311
C -4.364 0.528 1.340
C -5.659 0.163 1.684
C -5.972 -0.114 3.004
C -4.986 -0.014 3.977
C -3.695 0.349 3.639
H -2.388 0.311 0.163
H -0.612 2.082 4.180
H -0.410 4.434 4.823
H -1.400 6.207 3.413
H -2.574 5.594 1.324
H -2.783 3.234 0.676
H -4.165 0.774 0.304
H -6.420 0.108 0.919
H -6.979 -0.397 3.277
H -5.225 -0.215 5.013
H -2.935 0.430 4.403
S 1.977 2.162 2.798
C 2.226 0.905 3.855
N 2.348 1.021 5.199
C 2.182 -0.257 5.880
C 2.307 -1.267 4.715
N 2.339 -0.400 3.548
H 2.110 1.902 5.620
H 1.196 -0.321 6.346
H 2.945 -0.406 6.642
H 1.444 -1.933 4.682
H 3.217 -1.864 4.782
H 2.082 -0.705 2.627
*
```

Results
- Molecular weight: 894.925 g/mol
- E_HOMO (alpha / beta): -9.88 / -9.88 eV

=====

Record 3
ORCA calculation (wB97M-V/def2-TZVPD) on a structure of composition C50H45As2NO5PSTl.

Geometry as ORCA input:
```
! RIJCOSX wB97M-V def2-TZVPD def2/J DEFGRID3
* xyz 0 1
Tl 1.516 0.411 -0.561
O -2.607 4.120 2.430
S -1.951 2.849 2.393
O -2.754 1.670 2.424
O -1.024 2.840 1.053
C -0.774 2.764 3.717
C -0.975 3.729 4.698
C -0.209 3.715 5.845
C 0.758 2.738 6.000
C 0.959 1.782 5.023
C 0.195 1.746 3.854
P 0.512 0.356 2.628
C -0.190 -0.980 3.674
C -1.446 -1.431 3.273
C -2.082 -2.450 3.963
C -1.461 -3.041 5.053
C -0.216 -2.591 5.460
C 0.414 -1.556 4.786
C 2.337 0.405 2.875
C 3.164 -0.653 3.230
C 4.539 -0.480 3.306
C 5.106 0.757 3.049
C 4.294 1.818 2.671
C 2.926 1.638 2.567
H -1.746 4.471 4.542
H -0.368 4.451 6.621
H 1.370 2.724 6.892
H 1.733 1.040 5.168
H -1.934 -0.965 2.430
H -3.058 -2.789 3.642
H -1.950 -3.847 5.584
H 0.271 -3.052 6.310
H 1.380 -1.214 5.136
H 2.739 -1.625 3.433
H 5.168 -1.324 3.561
H 6.176 0.900 3.125
H 4.731 2.787 2.461
H 2.290 2.466 2.269
C 2.188 -3.564 -3.689
As 0.858 -2.648 -2.549
C 0.508 -4.201 -1.399
C -0.669 -2.903 -3.785
C -1.015 -4.174 -4.237
C -2.085 -4.378 -5.090
C -2.858 -3.296 -5.485
C -2.514 -2.024 -5.064
C -1.413 -1.803 -4.238
As -0.709 0.015 -3.975
C 0.125 0.036 -5.770
C -2.299 1.055 -4.491
H 1.842 -4.565 -3.944
H 3.128 -3.640 -3.143
H 2.361 -3.004 -4.607
H 0.057 -5.028 -1.944
H -0.142 -3.915 -0.575
H 1.456 -4.534 -0.975
H -0.426 -5.033 -3.937
H -2.317 -5.375 -5.442
H -3.708 -3.443 -6.139
H -3.105 -1.182 -5.403
H -0.554 -0.390 -6.508
H 1.042 -0.554 -5.750
H 0.373 1.059 -6.055
H -2.583 0.896 -5.531
H -2.054 2.105 -4.358
H -3.140 0.818 -3.841
O 0.805 -3.449 1.728
C 1.850 -3.075 1.239
N 2.032 -1.965 0.449
C 3.332 -1.886 0.080
O 3.791 -0.975 -0.618
C 4.097 -3.034 0.650
C 5.418 -3.409 0.544
C 5.811 -4.568 1.213
C 4.905 -5.296 1.973
C 3.571 -4.902 2.079
C 3.184 -3.772 1.393
H 6.123 -2.828 -0.036
H 6.839 -4.898 1.141
H 5.239 -6.193 2.479
H 2.867 -5.472 2.672
C -1.850 6.350 -4.423
C -0.558 5.978 -4.081
C -0.328 5.248 -2.928
C -1.384 4.853 -2.100
C -2.680 5.211 -2.472
C -2.907 5.959 -3.617
C -1.042 4.176 -0.842
C -1.708 3.286 -0.112
C -3.028 2.626 -0.329
C -4.219 3.324 -0.153
C -5.438 2.668 -0.241
C -5.484 1.306 -0.495
C -4.301 0.594 -0.621
C -3.085 1.247 -0.531
H -2.030 6.955 -5.302
H 0.275 6.276 -4.704
H 0.685 4.979 -2.653
H -3.514 4.927 -1.851
H -3.918 6.246 -3.877
H -0.061 4.438 -0.456
H -4.187 4.368 0.128
H -6.353 3.223 -0.081
H -6.436 0.796 -0.560
H -4.313 -0.480 -0.764
H -2.178 0.660 -0.579
*
```

Results
- Molecular weight: 1157.180 g/mol
- E_HOMO: -8.12 eV

=====

Record 4
ORCA calculation (wB97M-V/def2-TZVPD) on a structure of composition C50H45ClN5O7P3Se2Ta.

Geometry as ORCA input:
```
! RIJCOSX wB97M-V def2-TZVPD def2/J DEFGRID3
* xyz 1 1
Ta 1.276 -0.299 -0.875
Se -5.120 0.932 0.988
P -3.601 2.126 1.815
C -3.299 1.805 3.577
C -2.738 2.795 4.388
C -2.604 2.580 5.748
C -3.017 1.375 6.306
C -3.574 0.390 5.505
C -3.731 0.612 4.144
C -3.872 3.910 1.747
C -5.021 4.371 2.389
C -5.305 5.725 2.414
C -4.446 6.625 1.795
C -3.308 6.167 1.150
C -3.017 4.810 1.121
C -2.066 1.819 0.893
C -0.979 0.974 1.056
N -0.389 0.891 -0.167
N -1.063 1.663 -1.017
N -2.052 2.224 -0.402
P -0.288 0.036 2.400
Se 1.674 -0.682 1.750
C -1.333 -1.372 2.738
C -0.952 -2.309 3.700
C -1.741 -3.422 3.918
C -2.892 -3.618 3.160
C -3.245 -2.708 2.178
C -2.462 -1.584 1.957
C 0.004 1.135 3.786
C 0.042 0.669 5.095
C 0.456 1.518 6.112
C 0.830 2.820 5.824
C 0.785 3.288 4.516
C 0.377 2.449 3.496
H -2.433 3.743 3.961
H -2.187 3.355 6.377
H -2.917 1.212 7.372
H -3.918 -0.539 5.941
H -4.224 -0.122 3.520
H -5.697 3.667 2.862
H -6.198 6.078 2.912
H -4.671 7.683 1.810
H -2.644 6.866 0.657
H -2.136 4.464 0.599
H -0.027 -2.194 4.253
H -1.452 -4.148 4.666
H -3.504 -4.494 3.330
H -4.132 -2.859 1.578
H -2.760 -0.881 1.190
H -0.263 -0.339 5.337
H 0.480 1.156 7.131
H 1.156 3.476 6.621
H 1.075 4.305 4.289
H 0.365 2.812 2.475
O 3.996 2.391 0.259
C 3.535 1.780 -0.650
O 2.250 1.334 -0.651
C 4.215 1.348 -1.930
P 3.630 -0.342 -2.322
C 4.674 -1.434 -1.322
C 5.167 -1.024 -0.084
C 5.843 -1.926 0.728
C 6.038 -3.233 0.308
C 5.555 -3.643 -0.929
C 4.865 -2.753 -1.736
C 4.064 -0.685 -4.033
C 3.104 -0.906 -5.014
C 3.491 -1.147 -6.324
C 4.836 -1.166 -6.657
C 5.802 -0.959 -5.679
C 5.420 -0.729 -4.370
H 5.297 1.439 -1.862
H 3.842 1.992 -2.733
H 5.053 -0.005 0.266
H 6.227 -1.597 1.685
H 6.575 -3.931 0.937
H 5.719 -4.658 -1.268
H 4.486 -3.079 -2.698
H 2.055 -0.910 -4.765
H 2.740 -1.324 -7.082
H 5.136 -1.350 -7.680
H 6.852 -0.984 -5.938
H 6.176 -0.587 -3.606
Cl 0.950 -5.417 -1.894
C 1.837 -4.565 -0.603
C 1.136 -3.253 -0.333
O 0.241 -3.120 0.446
O 1.680 -2.227 -1.052
H 2.853 -4.402 -0.945
H 1.813 -5.178 0.292
C 0.058 -2.994 -4.506
C -1.371 -2.775 -4.022
C -1.693 -1.303 -3.650
C -3.173 -1.175 -3.231
C -3.635 0.258 -3.005
C -1.440 -0.440 -4.882
O -2.049 -0.601 -5.905
N -0.463 0.554 -4.798
C 0.451 0.726 -3.784
O 1.358 1.523 -3.828
N 0.283 -0.126 -2.704
C -0.781 -0.938 -2.523
O -0.845 -1.399 -1.372
H 0.233 -4.050 -4.705
H 0.797 -2.686 -3.760
H 0.252 -2.449 -5.434
H -1.576 -3.387 -3.141
H -2.082 -3.055 -4.799
H -3.305 -1.775 -2.329
H -3.761 -1.641 -4.023
H -3.017 0.781 -2.278
H -4.654 0.270 -2.622
H -3.626 0.827 -3.937
H -0.351 1.150 -5.608
*
```

Results
- Molecular weight: 1295.181 g/mol
- E_HOMO: -10.02 eV

=====

What is the formula in the fourth record?
C50H45ClN5O7P3Se2Ta

=====

What is the molecular weight in the third record?
1157.180 g/mol

=====

molecular weight of number 1 (C50H43FN7O3SbSn)?
1049.409 g/mol

=====

Among the records above, which one has the highest molecular weight?
C50H45ClN5O7P3Se2Ta